93
Properties=species:S:1:pos:R:3 method="wB97M-V/def2-TZVPD" total_charge=0 homo_ev=-6.51 relative_energy_kcal_mol=16.13 e_tot_ev=-86228.4868 homo_lumo_gap_ev=6.537
H -0.1332 2.2456 -4.5103
H 0.5781 -3.8809 0.9349
H 1.4483 1.0174 -3.0899
H 3.9342 0.3910 -0.1971
P -2.2183 -2.7590 -1.3406
C -3.3266 -3.1573 0.1652
H 0.2110 -3.2456 2.4797
H -2.9295 1.2433 0.1518
H 3.7123 -0.1843 3.5286
H 0.3810 3.9952 -4.5492
H -3.2385 4.7208 0.9138
H -0.6986 1.4875 5.0485
C 1.7019 3.3055 1.2699
H -3.5073 3.0108 -3.4943
C -0.0346 1.3899 3.0870
H -1.7185 3.8721 1.2175
C 1.3560 -0.5076 2.4453
C 2.3913 -3.2286 1.7819
C 0.5593 -0.2344 4.7438
H 0.9747 -4.8338 2.2682
O -1.6870 -1.0927 1.0937
H -3.6397 -5.1804 0.4024
C -1.3618 3.3712 -3.1912
C 4.6628 -0.3436 0.2282
H -5.3340 -4.1020 -0.1267
H 2.2230 5.9871 -0.6834
C 0.5908 -0.9548 -3.6896
H 5.5729 0.2954 0.3843
C 1.1233 -2.2694 -3.6114
C -2.5481 2.7582 -3.9715
C 4.1936 0.2269 2.6356
N 0.6628 1.1636 0.6826
H -4.3003 -1.1432 2.8657
H 4.2159 -3.6785 0.5846
H 2.6418 -4.0781 -0.1708
H 3.6945 -0.4564 -2.5470
H 0.2076 5.1333 -1.8073
C -3.5759 1.9682 -0.3015
C 3.2327 -4.0990 0.7952
O -2.5767 -2.7687 2.8165
H -4.3151 2.2142 0.4466
C 1.3378 -0.8907 3.8394
H -1.8393 5.0902 -0.0674
H -4.1784 1.5446 -1.1462
O -0.7693 -2.9804 -0.8021
N -2.9840 -4.4542 0.7636
H -1.6002 4.4401 -3.0611
C 0.2626 3.2224 -0.6360
H 4.6334 -1.7541 1.8771
O -4.0642 -1.0435 1.9271
C -0.0467 3.1495 -3.9167
C 2.4514 -2.1488 -3.2498
H -0.4050 2.4168 2.8543
C -2.3805 4.2641 0.4441
La -0.3160 -0.5363 -0.8313
C 0.6768 4.5154 -0.9999
C 1.5928 -0.0563 -3.2214
H -2.0529 -4.6841 0.3452
C 0.9732 -3.8203 1.9729
H -0.3870 -0.6529 -4.0858
O -2.3226 -1.3348 -1.8640
C 1.7238 5.1033 -0.2818
P -2.8680 -1.9778 1.4728
H -2.5070 3.2615 -4.9369
H 0.6843 -3.1905 -3.9107
H -2.5408 -3.7516 2.6787
C 4.0630 -0.8512 1.5821
C -2.7961 3.3110 -0.6590
H 2.9030 -3.1210 2.7610
H -3.4123 3.8401 -1.4517
P 2.3595 -1.3785 1.1924
C 0.6507 0.7266 2.0350
P -1.2972 2.6771 -1.4927
H 0.4702 -0.6623 5.7419
C -0.1278 0.8884 4.3715
H 3.2892 -5.0731 1.2760
H -2.7415 -3.5781 -3.2737
H 3.1117 4.9080 1.3828
C -4.8431 -3.1121 -0.1523
H 1.9791 -1.7762 4.2067
H -2.4341 1.6689 -4.0419
H -5.0079 -2.7647 -1.1745
H 3.8329 1.2369 2.2518
C 2.2610 4.4863 0.8173
O -2.8066 -3.8186 -2.3414
C 2.7201 -0.8447 -2.9331
H 0.7219 2.8056 -3.2824
H 3.1413 -2.9773 -3.1900
H 4.9196 -1.1387 -0.4467
H -5.3410 -2.3579 0.4732
H 5.2145 0.3242 2.9405
H 2.1035 2.7251 2.0981
C 0.8664 2.5262 0.4547

44
Properties=species:S:1:pos:R:3 method="wB97M-V/def2-TZVPD" total_charge=0 homo_ev=-9.91 relative_energy_kcal_mol=64.21 e_tot_ev=-27047.2614 homo_lumo_gap_ev=10.219 smiles="CC(C)CNC(N)=O.O.O.O.O.O.O.O.O"
C -2.8227 -0.5316 -2.8713
H 2.2593 -3.4926 2.3303
H 0.8305 -2.0515 0.3275
H 1.8840 2.7576 -0.7699
H -0.1690 -1.5051 -0.7062
H 1.6957 0.1740 -0.2024
H 0.4061 3.3142 -0.7508
O -1.8597 -0.8594 1.7288
H -0.0047 -3.5258 3.0920
H -2.5487 1.7512 -0.8348
O 1.1673 3.0908 -0.2109
H -2.9470 0.2383 -0.3257
H -0.6157 0.2282 3.4209
O -1.2467 -3.0999 0.1393
H -0.3429 1.4907 0.1654
O 4.1824 2.2220 0.4067
O 0.4878 -1.2503 -0.0548
O 2.5380 -4.0274 1.5679
H 3.3875 2.0470 2.4484
C -2.0650 0.7206 -0.7484
N -0.5291 0.7457 2.5420
H -1.9955 2.2527 -2.9948
O 2.2494 0.6262 -0.8584
H -0.6008 -2.1353 2.4139
H -1.6460 -3.9709 0.1450
H -0.1509 1.6696 2.6257
H -0.7601 -0.4142 -2.0866
H -2.4554 -1.6093 -3.0314
H -0.8775 1.1194 -3.8468
H 3.6383 2.9487 0.7252
C -1.2733 1.4743 -2.8698
H -0.3906 1.9393 -2.4196
H 3.5651 1.5522 0.0599
H 1.8202 -3.7228 1.0049
C -1.6781 0.1740 -2.1385
O 2.4930 2.3979 2.3929
H 3.0790 0.3140 -1.2103
H 1.8606 1.7352 2.1067
H -3.6643 -0.5657 -2.1770
H -3.0436 -0.1267 -3.8709
O 0.1378 -2.6133 2.8432
C -1.2100 0.1714 1.5126
H -1.7451 -2.4527 0.6574
N -1.0396 0.7993 0.3226

51
Properties=species:S:1:pos:R:3 method="wB97M-V/def2-TZVPD" total_charge=-2 homo_ev=-1.92 e_tot_ev=-56808.4025 homo_lumo_gap_ev=3.593
C -12.6465 -27.0312 19.1865
H -12.8734 -33.0967 17.3925
C -12.3401 -26.0998 21.6117
N -10.9857 -22.1685 14.0312
H -18.0066 -30.9768 11.9858
O -18.4008 -29.3439 17.3747
C -13.2845 -34.0988 17.2703
H -11.8112 -24.0080 19.8134
O -17.6755 -30.0677 12.1210
C -13.5600 -35.8091 15.6517
O -13.7834 -28.4570 11.3492
H -14.1121 -36.2176 14.8054
H -12.3561 -27.8852 19.8179
O -20.4618 -28.7874 18.6602
H -13.7670 -36.3035 16.6008
H -12.1602 -20.4056 14.3376
C -12.7424 -24.5617 19.6942
S -19.7284 -29.7806 17.8302
H -12.4324 -34.7329 17.5150
H -13.1444 -24.5469 18.6812
O -14.3477 -32.3161 15.5860
H -9.2606 -21.9463 12.8489
H -13.4758 -24.0565 20.3227
F -18.6663 -30.9011 20.1310
N -13.6365 -34.4291 15.9585
H -12.8009 -21.8071 15.1165
Hg -15.5976 -28.1776 14.2932
C -11.8644 -21.2973 14.8902
C -9.6162 -21.7648 13.8631
H -10.6771 -23.6141 12.8451
O -13.0268 -27.0151 18.0139
F -18.9164 -32.2478 18.3812
H -11.3987 -20.8332 15.7596
H -9.5068 -20.7673 14.2888
H -12.5054 -36.0702 15.5634
O -18.3979 -25.9233 14.0041
H -11.5249 -25.3909 21.7567
F -20.6532 -31.5557 19.5971
N -12.6200 -25.9646 20.1308
O -20.4625 -30.1715 16.6567
H -14.0949 -34.1704 17.9958
H -13.2428 -25.6719 22.0477
H -14.9040 -33.9042 14.3239
C -11.5034 -23.3084 13.5055
O -12.6139 -23.8076 13.8552
C -19.4574 -31.2555 19.0480
H -9.0657 -22.5330 14.4062
H -12.9135 -28.8381 11.1199
H -18.1267 -25.1120 14.4762
C -14.3437 -33.4944 15.1785
H -12.1835 -27.1329 21.9220

14
Properties=species:S:1:pos:R:3 method="wB97M-V/def2-TZVPD" total_charge=0 homo_ev=-9.62 relative_energy_kcal_mol=119.35 e_tot_ev=-8831.0275 homo_lumo_gap_ev=9.920
H 0.6572 1.4007 -0.3745
H -2.5995 -0.8893 -1.4105
C 1.5277 -1.8815 1.0192
C -1.1279 -0.5843 0.2415
H 2.5593 -0.8525 -0.5735
H -0.7454 -1.3049 0.9460
H -2.1850 1.4125 0.4813
C -1.6782 -0.3677 -1.1379
C 1.1756 1.3817 -1.3479
C -1.7087 0.5517 0.0446
O 2.0589 0.5991 -1.6110
N 2.1661 -1.4608 0.1403
H -1.0204 -0.1709 -1.9931
H 0.8454 2.1228 -2.0966

20
Properties=species:S:1:pos:R:3 method="wB97M-V/def2-TZVPD" total_charge=0 homo_ev=-8.09 relative_energy_kcal_mol=76.53 e_tot_ev=-42406.5404 homo_lumo_gap_ev=7.511
H -1.9756 0.6216 -0.9240
H -0.4511 2.9992 1.0841
C 0.2073 2.1235 1.0987
S -3.0697 -1.6258 -1.5156
O -1.1573 0.1193 -1.0844
H 0.7325 2.1219 2.0594
H 0.2394 -2.5512 1.6959
S -0.9591 0.7456 1.0516
H 2.0995 0.0904 0.4954
H 1.3813 -3.3200 -2.1016
C 1.1910 2.2082 -0.0693
H 1.5407 3.2422 -0.1642
N 0.0933 -0.5586 1.3893
C -0.4243 -1.7144 1.4858
H -1.4910 -1.9260 1.3691
H 0.6877 1.9479 -1.0062
C -1.5210 -1.1193 -1.4164
S 2.7082 1.2256 0.1301
C -0.3858 -1.9556 -1.6771
C 0.5539 -2.6747 -1.9006

14
Properties=species:S:1:pos:R:3 method="wB97M-V/def2-TZVPD" total_charge=0 homo_ev="-7.79 / -7.79" relative_energy_kcal_mol=206.24 e_tot_ev=-8827.2594 homo_lumo_gap_ev="8.089 / 8.087"
C -1.6002 -1.0806 -0.7944
C 1.4116 -1.1804 0.5488
H 0.9801 -2.1721 0.4301
H 2.5003 -1.1935 0.4893
C -0.8114 -0.1983 -0.4593
C -1.6499 2.2405 0.6689
H 0.3983 1.5617 -0.2071
H -2.2958 2.9142 1.1730
C -0.9198 1.5075 0.0261
O 1.4833 0.9371 -0.5084
H 1.1009 -0.7439 1.4959
N 0.8883 -0.3073 -0.5331
H -2.5478 -1.5526 -0.8843
H 1.0621 -0.7324 -1.4457